No. 1
The following is a DFT calculation (wB97M-V/def2-TZVPD) of a structure of composition CH2ClNOS2 in a non-equilibrium geometry.

```
! RIJCOSX wB97M-V def2-TZVPD def2/J DEFGRID3
* xyz 0 1
C -1.04 -0.37 1.01
N -0.98 -0.57 -0.23
O -0.15 0.48 1.60
S 0.66 -1.23 -2.43
S 0.20 0.27 -1.39
Cl 2.45 1.55 -1.18
H -1.75 -0.85 1.65
H 0.61 0.72 0.98
*
```

Energy relative to the best compared isomer or geometry (same formula, charge and spin)   135.8 kJ/mol
Total energy   -38797.36216 eV
HOMO energy (alpha / beta)   -0.355 / -0.362 Ha


No. 2
The following is a DFT calculation (wB97M-V/def2-TZVPD) of a cluster of 2 separate species, CH2ClP in total in a non-equilibrium geometry.

```
! RIJCOSX wB97M-V def2-TZVPD def2/J DEFGRID3
* xyz 0 1
C 0.32 -0.23 0.08
P -2.50 1.12 0.10
Cl 1.60 0.84 -0.07
H 0.76 -0.96 0.62
H -0.18 -0.77 -0.72
*
```

Energy relative to the best compared isomer or geometry (same formula, charge and spin)   584.0 kJ/mol
Total energy   -22873.84938 eV
HOMO energy (alpha / beta)   -0.296 / -0.296 Ha


No. 3
The following is a DFT calculation (wB97M-V/def2-TZVPD) of an isolated molecule of CH2F2N2 in a non-equilibrium geometry.

```
! RIJCOSX wB97M-V def2-TZVPD def2/J DEFGRID3
* xyz 0 3
C 0.05 -0.08 0.00
N 1.10 -0.18 -0.89
N -0.38 -1.20 0.69
F 1.28 1.08 -1.44
F -1.46 -0.62 1.35
H 0.17 0.71 0.75
H -0.77 0.29 -0.46
*
```

Energy relative to the best compared isomer or geometry (same formula, charge and spin)   309.3 kJ/mol
Total energy   -9477.26990 eV
HOMO energy (alpha / beta)   -0.381 / -0.437 Ha


No. 4
The following is a DFT calculation (wB97M-V/def2-TZVPD) of a structure of composition CH2F2N2O in a non-equilibrium geometry.

```
! RIJCOSX wB97M-V def2-TZVPD def2/J DEFGRID3
* xyz 0 1
C -0.94 0.30 -0.26
N 0.19 -0.34 -0.75
N 1.10 -0.64 0.04
O -0.45 1.37 -0.64
F -2.12 -0.21 -0.43
F -0.77 0.34 1.31
H 1.00 -0.47 1.06
H 1.99 -0.35 -0.33
*
```

Energy relative to the best compared isomer or geometry (same formula, charge and spin)   107.0 kJ/mol
Total energy   -11528.91669 eV
HOMO energy (alpha / beta)   -0.412 / -0.412 Ha


No. 5
The following is a DFT calculation (wB97M-V/def2-TZVPD) of a cluster of 2 separate species, CH2F2NO2S in total in a non-equilibrium geometry.

```
! RIJCOSX wB97M-V def2-TZVPD def2/J DEFGRID3
* xyz -1 1
C 0.75 -1.07 0.13
N 0.22 0.59 -1.00
O -2.29 0.30 -0.11
O -0.76 1.99 0.96
F 0.02 -2.07 -0.52
F 2.00 -1.45 0.20
S -1.21 1.37 -0.30
H 0.29 -0.90 1.20
H 0.97 1.24 -0.57
*
```

Energy relative to the best compared isomer or geometry (same formula, charge and spin)   261.6 kJ/mol
Total energy   -22923.34314 eV
HOMO energy   -0.129 Ha


No. 6
The following is a DFT calculation (wB97M-V/def2-TZVPD) of a structure of composition CH2F2NO5S2 in a non-equilibrium geometry.

```
! RIJCOSX wB97M-V def2-TZVPD def2/J DEFGRID3
* xyz -1 1
C -3.07 -2.40 1.58
N 0.72 0.60 0.36
O -1.62 -0.33 0.34
O 2.13 -0.75 1.95
O 1.99 -1.40 -0.37
O 0.14 -1.97 1.12
O -1.12 -0.39 2.64
F -2.58 -3.53 2.07
F -3.22 -2.60 0.24
S 1.35 -0.91 0.78
S -1.33 -1.24 1.47
H 0.95 1.21 1.12
H -0.28 0.34 0.30
*
```

Total energy   -39901.33313 eV
HOMO energy   -0.194 Ha


No. 7
The following is a DFT calculation (wB97M-V/def2-TZVPD) of a structure of composition CH2F2O3S in a non-equilibrium geometry.

```
! RIJCOSX wB97M-V def2-TZVPD def2/J DEFGRID3
* xyz 0 1
C -1.03 0.99 0.88
O 2.21 -1.29 -0.17
O 0.09 -1.82 -0.53
O -0.03 0.49 1.30
F 1.90 1.73 -1.00
F -1.40 -2.10 -0.92
S 1.17 -0.56 -0.76
H -1.37 0.74 -0.22
H -1.54 1.81 1.43
*
```

Energy relative to the best compared isomer or geometry (same formula, charge and spin)   379.8 kJ/mol
Total energy   -23472.90956 eV
HOMO energy (alpha / beta)   -0.384 / -0.384 Ha


No. 8
The following is a DFT calculation (wB97M-V/def2-TZVPD) of a cluster of 2 separate species, CH2F3N2 in total in a non-equilibrium geometry.

```
! RIJCOSX wB97M-V def2-TZVPD def2/J DEFGRID3
* xyz 1 3
C 0.59 -0.51 -1.01
N -2.06 -0.04 0.55
N 1.25 0.25 -0.23
F 1.18 -1.39 -1.76
F 2.57 0.12 0.14
F 0.66 1.22 0.44
H -1.66 -0.44 1.40
H -2.52 0.80 0.47
*
```

Energy relative to the best compared isomer or geometry (same formula, charge and spin)   295.9 kJ/mol
Total energy   -12183.23200 eV
HOMO energy (alpha / beta)   -0.645 / -0.572 Ha


No. 9
The following is a DFT calculation (wB97M-V/def2-TZVPD) of an isolated molecule of CH2F3NO in a non-equilibrium geometry.

```
! RIJCOSX wB97M-V def2-TZVPD def2/J DEFGRID3
* xyz 0 1
N 1.27 -0.12 0.07
C -0.13 0.37 0.08
F -0.27 1.29 -0.90
F -0.30 1.15 1.14
O -0.87 -0.76 0.15
F -2.31 -0.72 0.02
H 1.17 -1.11 0.41
H 1.44 -0.10 -0.97
*
```

Energy relative to the best compared isomer or geometry (same formula, charge and spin)   210.3 kJ/mol
Total energy   -12755.70578 eV
HOMO energy   -0.433 Ha


No. 10
The following is a DFT calculation (wB97M-V/def2-TZVPD) of an isolated molecule of CH2F3NOS in a non-equilibrium geometry.

```
! RIJCOSX wB97M-V def2-TZVPD def2/J DEFGRID3
* xyz 0 1
N -0.50 1.36 1.14
S -0.45 0.03 0.47
O -1.51 -0.89 0.39
F 0.92 -1.13 1.34
C 0.56 -0.24 -0.97
F 1.61 0.54 -0.97
F -0.24 0.15 -1.96
H -1.32 1.56 1.71
H 0.93 -1.38 -1.15
*
```

Energy relative to the best compared isomer or geometry (same formula, charge and spin)   299.3 kJ/mol
Total energy   -23591.45186 eV
HOMO energy   -0.437 Ha